DFT (ωB97M-V/def2-TZVPD) results for a structure of composition C37H99F6O19Y at a distorted geometry.

Cartesian coordinates (Å):
Y  16.97707  18.09281  10.14463
C  19.68858  18.05728  12.61071
O  20.42786  17.47503  11.51536
O  18.38869  18.22522  12.06949
C  19.95017  17.42353  14.00745
F  20.16019  16.09105  13.92869
F  21.06525  17.86070  14.59052
F  18.98298  17.58679  14.93658
C  21.85415  17.59239  11.57023
C  22.39501  16.85899  10.37820
H  21.91138  17.24219  9.47967
H  23.47119  16.92253  10.21726
H  22.13843  15.81479  10.55683
H  22.37551  17.28966  12.47832
H  22.14400  18.63125  11.41256
H  20.08153  19.05767  12.79213
C  15.39194  18.64988  6.68287
O  14.04276  19.15270  6.93935
O  16.06818  18.44499  7.95176
C  15.42491  17.52854  5.57112
F  16.67421  17.31027  5.13988
F  14.83179  16.37809  5.90660
F  14.72661  17.95778  4.51417
C  13.00895  18.24761  7.35181
C  11.83416  19.16809  7.77345
H  11.37001  19.70191  6.94418
H  11.14409  18.54923  8.34697
H  12.24795  19.93478  8.42848
H  13.25643  17.64156  8.22334
H  12.67524  17.48246  6.65090
H  15.90993  19.45058  6.15497
C  13.67878  16.92278  11.43790
O  15.09034  17.02656  11.23864
H  13.53347  16.09532  12.13238
H  13.13321  17.77074  11.85194
H  13.17091  16.72670  10.49359
C  13.16864  14.29463  17.54782
C  14.23855  14.85626  18.45850
O  14.47383  16.12834  18.01035
H  12.97025  13.22373  17.59162
H  13.42942  14.45544  16.50176
H  12.25380  14.85542  17.73939
H  15.09367  14.21395  18.24798
H  13.99065  14.81096  19.51897
H  15.16376  16.52213  18.54936
C  16.63641  9.95794  13.17682
C  16.71010  11.49884  12.93658
O  15.74080  12.06341  13.81430
H  16.66723  9.74002  14.24437
H  17.38573  9.47790  12.54739
H  15.72418  9.46234  12.84469
H  16.50271  11.65656  11.87818
H  17.73252  11.85465  13.06369
H  15.54040  12.93280  13.45989
C  20.05675  21.20833  10.06342
C  18.65591  21.12569  10.54550
O  17.91007  20.29798  9.63056
H  20.19141  21.74396  9.12369
H  20.44647  20.20661  9.88235
H  20.66064  21.70481  10.82297
H  18.26552  22.14171  10.48727
H  18.71702  20.86544  11.60221
H  17.92635  20.75466  8.78630
C  12.82826  13.03897  12.07254
C  12.26713  13.43563  13.43985
O  11.62084  12.21126  13.90909
H  13.39784  12.11334  11.98951
H  13.40370  13.84389  11.61529
H  11.98902  12.87560  11.39648
H  11.52601  14.22811  13.33586
H  13.12286  13.75899  14.03253
H  12.21940  11.80307  14.53894
C  11.32411  17.31757  16.39669
C  10.39996  16.56443  15.43225
O  9.10818  16.58480  16.00124
H  11.23362  16.86678  17.38497
H  11.26460  18.40541  16.43092
H  12.29432  17.03951  15.98503
H  10.70423  15.51776  15.42970
H  10.43233  16.86905  14.38618
H  8.50951  16.33496  15.29359
C  9.04907  20.16465  9.78153
C  8.18685  21.41921  10.16977
O  7.17857  21.80607  9.26843
H  10.00422  20.06107  10.29636
H  9.17857  20.06823  8.70355
H  8.55704  19.24986  10.11192
H  8.83920  22.27570  10.33995
H  7.72182  21.12973  11.11214
H  6.83698  21.11495  8.69635
C  10.84856  20.17629  13.60333
C  9.33126  19.76379  13.63683
O  8.60130  20.83581  14.20048
H  10.92771  21.06646  12.97928
H  11.34112  19.27780  13.23159
H  11.29692  20.35758  14.58016
H  9.17961  18.84144  14.19752
H  8.96542  19.58284  12.62613
H  7.68746  20.55128  14.27496
C  9.99783  16.35782  10.67308
C  9.48373  14.95135  10.71951
O  8.74336  14.68408  11.89870
H  10.42539  16.62785  11.63867
H  9.15792  17.01996  10.46280
H  10.72066  16.56992  9.88528
H  10.36662  14.31216  10.72593
H  8.94180  14.73109  9.79979
H  8.79547  13.73080  11.99939
C  11.88747  13.74206  8.25863
C  12.47047  13.86855  6.88342
O  11.46681  13.64457  5.96830
H  11.59692  12.70376  8.41872
H  10.95018  14.29029  8.35372
H  12.65211  14.02718  8.98121
H  13.30049  13.16698  6.79992
H  12.90921  14.86226  6.79323
H  11.87642  13.71407  5.10287
C  15.12428  19.79023  14.25602
C  16.26173  20.84888  14.31637
O  16.42641  21.56166  13.10212
H  15.05977  19.04272  15.04670
H  15.21056  19.10765  13.41060
H  14.09367  20.12110  14.12763
H  17.17780  20.30737  14.55233
H  16.04167  21.59738  15.07758
H  17.13646  22.20052  13.19849
C  20.49140  18.70110  7.42423
C  19.49726  17.53843  7.76489
O  19.06943  17.75890  9.09537
H  20.97291  18.48167  6.47129
H  21.33801  18.84125  8.09633
H  20.03280  19.66837  7.21887
H  20.01369  16.60033  7.56147
H  18.60467  17.47722  7.14229
H  19.81254  17.54358  9.66372
C  16.29999  13.60400  9.04258
C  16.51679  15.06930  8.69576
O  17.37065  15.69934  9.69221
H  15.85449  13.55609  10.03623
H  17.27241  13.11279  9.07709
H  15.63038  13.03459  8.39799
H  15.60072  15.65750  8.64164
H  17.10898  15.15094  7.78431
H  18.06288  15.06137  9.88038
C  13.56418  21.21448  11.35937
C  14.68833  20.82029  10.38563
O  15.66331  19.96439  10.96330
H  13.29951  20.27394  11.84253
H  12.68097  21.54859  10.81492
H  14.01943  21.95271  12.01957
H  15.07274  21.77398  10.02397
H  14.28993  20.28173  9.52579
H  15.95221  20.44788  11.74071
C  15.91368  15.31290  15.17087
C  16.64054  15.30293  13.90692
O  15.80160  14.71462  12.93572
H  16.50661  15.82006  15.93200
H  15.66713  14.34273  15.60224
H  15.06401  15.98042  15.02744
H  17.62873  14.86092  14.03426
H  16.86009  16.35455  13.72252
H  15.40860  15.39733  12.38704

Values from the calculation:
Net charge: 0
Maximum force (eV/A): 4.0
Calculated total energy (hartree): -3536.1525
2S+1: 1